Formula: C19H52BaNO15P
Source: the OMol25 dataset
Level of theory: wB97M-V/def2-TZVPD

Properties
Total charge = -2
HOMO-LUMO gap = 0.08545 Eh
Calculated total energy = -62730.5711 eV

Atoms and positions in Å:
Ba (0.828289, -1.291402, 0.584279)
C (-4.215181, 0.567738, 0.656469)
C (-3.379111, 1.742078, 0.045779)
C (-4.281261, 3.010638, 0.079479)
C (-3.652671, 4.294868, -0.258621)
C (-2.395091, 4.482068, 0.677009)
C (-1.359161, 3.308698, 0.578489)
N (-2.077301, 2.004628, 0.773239)
O (-1.186931, 0.865158, 0.995359)
C (-0.409981, 3.555658, 1.829169)
C (-0.577511, 3.471158, -0.701861)
C (-3.183341, 1.384238, -1.445651)
H (-3.803191, -0.439392, 0.592899)
H (-5.244911, 0.550508, 0.299439)
H (-4.356031, 0.786738, 1.714919)
H (-4.600091, 3.111168, 1.116949)
H (-5.173491, 2.868798, -0.530351)
H (-4.391431, 5.095648, -0.225601)
H (-3.301681, 4.311128, -1.290441)
H (-2.848031, 4.515938, 1.667869)
H (-1.966321, 5.470948, 0.514599)
H (0.375899, 2.803438, 1.760889)
H (-0.822771, 3.385928, 2.823599)
H (0.046869, 4.545098, 1.809509)
H (0.102799, 4.313258, -0.574831)
H (-1.250111, 3.523068, -1.558021)
H (0.079879, 2.608018, -0.806411)
H (-2.707181, 2.191578, -2.002041)
H (-4.157791, 1.165108, -1.882141)
H (-2.652871, 0.450478, -1.632171)
P (1.106389, -2.612612, 3.886459)
O (1.148679, -1.325102, 4.686169)
O (0.078199, -3.329052, 4.850599)
O (2.324329, -3.385622, 3.259419)
O (0.089519, -2.098572, 2.832279)
C (3.457659, -0.029752, -1.556181)
O (2.840769, 0.431088, -0.375081)
H (2.729829, -0.319632, -2.314031)
H (4.116309, 0.779028, -1.872651)
H (4.087779, -0.899262, -1.369121)
H (3.522299, 0.643248, 0.266879)
C (0.247699, -4.979612, 1.062179)
O (1.167409, -3.948042, 0.969029)
H (-0.080921, -5.024932, 2.100469)
H (-0.588211, -4.690652, 0.425109)
H (0.723769, -5.907512, 0.745209)
H (1.645529, -3.903732, 1.800319)
C (-2.596571, -2.531952, -1.164291)
O (-1.733741, -1.981442, -0.188341)
H (-2.128471, -3.431082, -1.564971)
H (-3.560811, -2.731882, -0.696981)
H (-2.711871, -1.792162, -1.956451)
H (-2.118321, -1.153872, 0.109699)
C (4.787509, -1.836422, 1.701039)
O (3.437219, -1.882042, 1.532569)
H (4.943119, -1.274492, 2.621969)
H (5.319729, -2.787332, 1.725679)
H (5.217859, -1.224702, 0.908139)
H (3.091619, -2.394682, 2.266989)
C (2.490949, 1.867578, 4.272279)
C (2.789659, 1.221138, 2.921179)
O (1.751439, 0.283398, 2.525469)
O (2.460249, 0.990498, 5.374439)
H (1.562969, 2.435898, 4.335179)
H (3.339359, 2.511658, 4.503539)
H (3.754399, 0.722008, 2.830489)
H (2.758529, 1.952338, 2.113419)
H (1.481939, -0.301562, 3.237359)
H (2.004729, 0.182878, 5.125729)
C (0.580999, 1.612588, -3.732031)
C (-0.208191, 0.389888, -3.160631)
O (-0.142771, 0.271758, -1.748271)
O (0.524709, 1.764068, -5.124421)
H (1.566769, 1.550328, -3.271081)
H (0.288649, 2.585228, -3.336281)
H (0.099439, -0.572142, -3.570461)
H (-1.229451, 0.494408, -3.526961)
H (-0.591961, 1.010348, -1.330781)
H (0.783269, 2.681948, -5.235071)
C (0.726719, -3.957282, -2.549921)
C (-0.132381, -3.750422, -3.806851)
O (0.679889, -3.150242, -4.810571)
O (1.261859, -2.735532, -1.986241)
H (1.573699, -4.575262, -2.847981)
H (0.196099, -4.569422, -1.820671)
H (-0.981671, -3.074242, -3.708881)
H (-0.538111, -4.719142, -4.098531)
H (1.248879, -3.776062, -5.264661)
H (1.894729, -2.376832, -2.612671)

Cartesian forces, eV/Å:
-1.0 0.2 1.4
0.3 1.0 1.0
1.0 -0.3 -0.7
-0.3 -1.3 1.0
2.3 0.7 -0.4
-1.8 -0.3 -0.6
-1.5 0.4 2.2
-0.5 -0.1 0.7
-1.2 1.1 -1.7
0.3 -1.2 -1.0
0.6 -0.6 0.3
-0.3 -0.3 -0.2
0.2 0.2 -0.1
0.0 0.1 -0.7
0.4 -0.1 0.3
-0.3 -0.1 0.2
-0.1 -0.4 -0.1
0.1 0.3 0.4
0.0 -0.1 -0.3
0.4 -0.2 0.4
0.5 -0.1 -0.2
0.2 0.0 0.0
-0.7 0.0 -0.3
-0.1 0.2 -0.2
-0.2 0.4 -0.5
0.3 0.4 -0.1
0.1 -0.1 0.0
0.0 0.0 -0.1
-0.3 0.3 -0.2
0.5 0.1 0.4
-7.0 -0.9 3.5
4.5 3.5 0.8
2.3 -2.7 -0.8
0.0 0.7 0.1
0.8 -0.1 -4.4
0.9 0.2 0.5
-0.6 0.0 -0.3
-0.2 0.5 0.1
0.0 -0.1 -0.8
0.0 -0.3 0.1
0.0 -0.2 0.3
-0.2 0.4 0.4
0.5 0.0 -2.2
-0.4 -0.3 0.1
-0.3 -0.4 -0.1
-0.3 -0.5 -0.1
0.8 0.4 1.7
0.4 0.7 0.5
0.0 -0.8 -0.4
-0.2 -0.1 0.1
-0.2 -0.3 -0.3
-0.3 -0.1 -0.4
0.2 0.8 0.5
0.8 1.2 0.4
-0.1 0.5 -2.5
0.8 -0.2 0.4
-0.1 -0.3 0.1
0.3 0.0 -0.3
-1.4 -1.5 1.8
0.8 -0.5 0.8
-2.2 -1.1 -0.6
1.3 2.3 -1.2
1.1 0.9 0.1
-0.1 0.3 -0.9
0.1 0.6 -0.2
0.3 -0.1 0.7
0.1 0.6 0.1
-0.5 -1.2 2.1
-1.0 -1.9 -0.2
0.1 -0.2 2.1
-0.5 0.8 -0.5
0.6 -0.1 -1.4
0.3 -0.4 -0.6
0.8 -0.4 -0.6
-1.0 -0.2 0.7
0.6 0.1 -0.1
-0.4 0.1 0.2
-0.3 0.1 0.7
-0.1 -0.1 -0.5
0.2 0.5 -0.3
0.8 0.2 0.4
-0.1 0.4 -0.5
-0.9 -0.9 -0.2
0.2 -0.2 -0.2
0.0 0.6 0.5
0.1 0.1 0.5
0.1 -0.2 -0.2
-0.1 -0.3 0.2
0.0 -0.1 -0.2